{
  "formula": "C42H77MnN9O2",
  "method": "wB97M-V/def2-TZVPD",
  "elements": ["Mn", "C", "C", "C", "O", "H", "H", "H", "H", "H", "H", "H", "C", "C", "C", "O", "H", "H", "H", "H", "H", "H", "H", "C", "C", "C", "C", "N", "H", "H", "H", "H", "H", "H", "H", "C", "C", "C", "C", "N", "H", "H", "H", "H", "H", "H", "H", "C", "C", "C", "C", "N", "H", "H", "H", "H", "H", "H", "H", "C", "C", "C", "C", "N", "H", "H", "H", "H", "H", "H", "H", "C", "C", "C", "C", "N", "H", "H", "H", "H", "H", "H", "H", "C", "C", "C", "C", "N", "H", "H", "H", "H", "H", "H", "H", "C", "C", "C", "C", "N", "H", "H", "H", "H", "H", "H", "H", "C", "C", "C", "C", "N", "H", "H", "H", "H", "H", "H", "H", "C", "C", "C", "C", "N", "H", "H", "H", "H", "H", "H", "H"],
  "xyz": [[-0.7646, 3.5187, 1.6049], [-0.8990, 4.0312, -2.6280], [-0.0299, 4.5930, -1.5201], [0.1656, 6.1125, -1.7451], [-0.5040, 4.3591, -0.2592], [-1.1242, 2.9680, -2.4802], [-0.3891, 4.0601, -3.5956], [-1.8785, 4.5072, -2.7265], [0.9851, 4.1788, -1.6636], [0.5349, 6.2868, -2.7578], [0.8043, 6.5776, -0.9954], [-0.8155, 6.5795, -1.6146], [0.6322, -0.5349, 0.8548], [-0.1181, 0.6426, 0.2306], [-1.2634, 0.0997, -0.6293], [-0.5944, 1.4802, 1.2138], [1.0237, -1.2447, 0.1195], [0.0061, -1.1005, 1.5568], [1.4449, -0.1573, 1.4831], [0.6281, 1.1776, -0.3846], [-2.0609, -0.3770, -0.0587], [-0.9038, -0.5783, -1.4146], [-1.7541, 0.9011, -1.1911], [3.6343, -4.0292, -3.4859], [4.6436, -3.3061, -2.6083], [4.1026, -2.8546, -1.2497], [3.8649, -3.9874, -0.3354], [3.7023, -4.8482, 0.4006], [2.7416, -3.4391, -3.6987], [3.3286, -4.9645, -3.0157], [4.1453, -4.1982, -4.4343], [5.0171, -2.4356, -3.1556], [5.5367, -3.9108, -2.4349], [3.1237, -2.3904, -1.4004], [4.7617, -2.1600, -0.7303], [3.5951, 0.2951, -1.8292], [2.2624, 0.0198, -2.5211], [1.6135, 1.2870, -3.0855], [2.3522, 1.9073, -4.1916], [2.9679, 2.3638, -5.0438], [3.9334, -0.6244, -1.3544], [3.5024, 1.0756, -1.0698], [4.3341, 0.6666, -2.5405], [1.5672, -0.4431, -1.8193], [2.4287, -0.6528, -3.3673], [1.6049, 2.0044, -2.2585], [0.6125, 1.1353, -3.4841], [-2.4846, 0.4984, -3.8735], [-3.3597, 0.1033, -5.0890], [-4.7697, 0.6937, -5.0465], [-4.7017, 2.1592, -4.9442], [-4.6175, 3.3002, -4.8503], [-1.7019, -0.2562, -3.8010], [-3.0610, 0.4526, -2.9491], [-2.0685, 1.4929, -4.0087], [-3.4078, -0.9855, -5.0909], [-2.8202, 0.4348, -5.9764], [-5.2956, 0.3492, -4.1552], [-5.3331, 0.4835, -5.9552], [-3.5359, -1.7313, 3.0869], [-3.4733, -0.4651, 2.2269], [-4.5151, 0.5803, 2.6890], [-4.1522, 1.2336, 3.9348], [-3.8384, 1.7658, 4.9029], [-3.0901, -1.5088, 4.0633], [-2.8919, -2.4914, 2.6417], [-4.5335, -2.0977, 3.3216], [-3.7488, -0.6886, 1.1936], [-2.4530, -0.0812, 2.2088], [-5.5242, 0.1767, 2.7159], [-4.4810, 1.3978, 1.9608], [4.1360, 1.2270, 1.2206], [4.5599, 2.5388, 0.5843], [3.3601, 3.4194, 0.1481], [2.3721, 3.5862, 1.1996], [1.5872, 3.6997, 2.0274], [3.4896, 1.3303, 2.0930], [5.0412, 0.6902, 1.5078], [3.5837, 0.5875, 0.5269], [5.1194, 2.3141, -0.3260], [5.2181, 3.1418, 1.2084], [2.8946, 3.0049, -0.7454], [3.6683, 4.4412, -0.0905], [-5.0163, 1.5426, -1.1078], [-4.5742, 2.8742, -1.7049], [-4.5790, 4.0063, -0.6729], [-3.7375, 3.7217, 0.4845], [-3.0764, 3.5192, 1.3943], [-5.1377, 0.7316, -1.8280], [-5.9703, 1.6416, -0.5838], [-4.2697, 1.1854, -0.3918], [-5.2502, 3.1962, -2.5004], [-3.6177, 2.7846, -2.2207], [-5.5982, 4.1387, -0.3092], [-4.1735, 4.8837, -1.1775], [0.3697, -4.0971, -1.0373], [-0.8852, -3.8740, -0.1869], [-1.8954, -5.0019, -0.2545], [-1.4618, -6.2883, 0.3043], [-1.1232, -7.2917, 0.7403], [0.0946, -4.3449, -2.0635], [0.9869, -4.8950, -0.6184], [1.0025, -3.2099, -1.0318], [-1.2645, -2.9124, -0.5374], [-0.6168, -3.7385, 0.8648], [-2.1069, -5.2094, -1.3126], [-2.8878, -4.7499, 0.1222], [1.9629, 1.1343, 5.6499], [1.0149, 0.3610, 4.7351], [-0.4462, 0.7550, 4.7906], [-0.7215, 2.0811, 4.2544], [-0.8991, 3.1289, 3.8264], [2.1560, 2.1293, 5.2380], [2.9173, 0.6134, 5.6907], [1.5579, 1.3251, 6.6447], [1.0736, -0.7006, 4.9906], [1.3999, 0.4244, 3.7158], [-0.9137, 0.5903, 5.7644], [-1.0758, 0.1006, 4.1725], [3.1622, -5.3015, 4.0182], [1.8108, -4.6195, 4.1292], [1.7194, -3.3377, 3.2856], [2.8651, -2.4177, 3.3472], [3.7700, -1.7148, 3.3880], [3.5421, -5.4571, 3.0077], [3.1522, -6.2710, 4.5185], [3.9305, -4.7061, 4.5188], [1.6128, -4.4600, 5.1904], [0.9991, -5.2482, 3.7594], [0.8225, -2.7590, 3.5099], [1.7022, -3.6513, 2.2372]],
  "forces_ev_per_angstrom": [[0.472, -0.932, -1.707], [-0.280, -0.866, -0.431], [0.482, 1.054, 0.425], [-0.639, -0.369, -0.037], [-0.592, -0.511, 1.202], [0.161, -0.006, 0.365], [-0.030, 0.317, -0.053], [0.129, 0.339, 0.085], [0.155, -0.388, 0.015], [0.062, 0.262, 0.054], [0.268, -0.235, -0.044], [-0.010, 0.077, -0.220], [0.230, -0.090, 0.641], [-0.373, -0.076, 0.657], [0.066, 0.513, -1.023], [-0.245, 0.499, 0.653], [0.092, 0.036, -0.011], [-0.297, 0.064, -0.213], [0.151, -0.018, -0.256], [-0.163, -0.019, -0.396], [0.345, -0.163, 0.220], [0.025, -0.232, 0.174], [0.114, 0.251, 0.221], [0.416, -0.017, 0.121], [0.372, 0.453, 0.066], [-0.495, -0.774, 0.121], [0.275, 0.585, -0.415], [-0.170, -0.416, 0.294], [0.029, 0.133, 0.151], [-0.020, -0.105, -0.236], [-0.291, -0.402, -0.059], [-0.146, 0.163, 0.177], [-0.129, -0.197, -0.079], [0.123, 0.124, 0.113], [0.040, -0.093, -0.048], [-0.293, 0.342, -0.327], [0.241, 0.017, -0.670], [0.275, 0.395, 0.169], [0.276, -0.319, 0.427], [0.082, 0.133, -0.239], [0.190, 0.666, -0.108], [-0.196, -0.361, -0.501], [0.096, -0.213, -0.103], [-0.062, 0.030, -0.113], [-0.058, -0.288, 0.174], [-0.519, 0.184, -0.252], [-0.247, -0.129, 0.424], [-0.623, -0.503, -0.586], [0.638, 0.091, 0.623], [0.374, 0.601, -0.040], [0.039, -0.008, -0.070], [-0.020, -0.019, -0.125], [0.258, 0.266, 0.130], [0.041, 0.086, 0.030], [0.094, 0.063, 0.179], [-0.270, -0.002, -0.278], [-0.242, -0.148, -0.211], [-0.172, -0.190, -0.174], [-0.123, -0.295, 0.135], [0.868, 0.468, 0.357], [-1.094, -0.511, 0.305], [1.016, 0.574, -0.753], [-0.095, -0.128, 0.472], [0.038, -0.095, 0.049], [-0.013, -0.004, 0.008], [-0.299, -0.266, 0.019], [-0.097, -0.111, -0.456], [0.083, -0.138, 0.009], [-0.099, 0.366, -0.011], [-0.009, -0.083, 0.145], [-0.278, -0.100, -0.044], [0.191, -0.302, 0.292], [-0.562, 0.347, -0.413], [0.543, 0.268, 0.131], [-0.239, -0.323, 0.010], [-0.127, 0.124, 0.038], [0.204, 0.225, 0.139], [-0.161, -0.158, 0.191], [0.183, 0.193, 0.422], [0.096, 0.109, 0.003], [-0.027, -0.195, 0.242], [-0.274, 0.081, 0.129], [0.190, -0.137, -0.243], [0.147, -0.115, 0.233], [-0.454, -0.323, -0.367], [0.419, -0.538, -0.314], [-0.237, 0.274, -0.409], [0.428, -0.038, 0.414], [0.019, 0.209, -0.198], [0.002, 0.026, 0.025], [-0.041, 0.052, 0.067], [-0.087, -0.087, 0.207], [0.185, 0.060, 0.356], [0.023, 0.374, -0.059], [-0.253, 0.295, 0.328], [0.055, -0.525, 0.568], [0.818, 0.494, 0.295], [-0.612, -0.337, -1.304], [-0.021, 0.650, 0.071], [0.105, -0.273, 0.117], [0.093, 0.021, -0.041], [-0.057, -0.149, -0.204], [-0.139, 0.126, -0.092], [-0.716, -0.202, 0.198], [0.153, 0.165, -0.055], [0.101, -0.033, 0.004], [0.199, 0.105, 0.464], [-0.223, 0.581, -0.368], [0.604, -0.448, 0.153], [-0.931, -0.408, -0.445], [0.127, 0.034, 0.593], [-0.021, 0.221, -0.353], [0.016, -0.042, -0.083], [0.005, 0.008, 0.220], [0.043, -0.392, 0.102], [-0.103, 0.002, 0.063], [-0.214, 0.082, -0.081], [0.275, 0.604, 0.222], [0.361, -0.066, -0.269], [0.567, -0.203, 0.172], [0.126, 0.052, -0.115], [0.301, 0.054, -0.249], [-0.246, -0.405, 0.383], [0.182, 0.255, -0.037], [-0.399, 0.041, -0.153], [-0.081, 0.004, -0.024], [-0.090, 0.059, 0.062], [-0.107, 0.345, -0.054], [0.091, -0.171, 0.030], [-0.077, -0.060, -0.102], [-0.273, 0.060, -0.029]],
  "mulliken_spin": [4.8189, 0.0109, -0.0028, 0.0002, 0.0502, -0.0053, -0.0003, -0.0006, 0.0071, 0.0004, -0.0006, -0.0007, 0.0082, 0.0778, -0.0022, -0.0229, -0.0024, -0.0007, -0.0060, 0.0002, 0.0032, 0.0017, -0.0033, 0.0000, 0.0000, 0.0001, -0.0002, 0.0000, 0.0000, 0.0000, 0.0000, 0.0000, 0.0000, -0.0003, 0.0000, 0.0023, 0.0022, -0.0018, -0.0005, 0.0000, -0.0004, -0.0016, 0.0001, -0.0030, 0.0000, 0.0021, -0.0004, 0.0007, 0.0000, 0.0000, 0.0000, 0.0000, -0.0001, -0.0001, 0.0002, 0.0000, 0.0000, 0.0000, 0.0000, -0.0001, 0.0017, -0.0010, 0.0002, 0.0002, 0.0001, 0.0000, 0.0000, 0.0007, 0.0016, 0.0001, 0.0020, -0.0003, 0.0022, -0.0036, -0.0083, 0.0165, 0.0002, -0.0001, 0.0007, 0.0004, 0.0000, 0.0046, -0.0014, 0.0015, -0.0008, 0.0026, -0.0029, 0.0289, 0.0000, 0.0002, -0.0007, -0.0002, 0.0000, 0.0013, 0.0001, 0.0004, 0.0002, -0.0001, 0.0000, 0.0000, 0.0000, 0.0000, 0.0001, 0.0002, 0.0000, 0.0000, 0.0000, 0.0005, 0.0048, -0.0077, -0.0025, 0.0280, -0.0001, 0.0000, -0.0001, 0.0001, -0.0031, 0.0009, 0.0019, 0.0000, 0.0001, -0.0001, -0.0001, 0.0000, 0.0000, 0.0000, 0.0000, 0.0000, 0.0000, 0.0000, 0.0000],
  "de_lowest_kj_mol": 14.41,
  "energy_ha": -3440.7706,
  "multiplicity": 6,
  "e_homo_ev": [-7.66, -7.94],
  "orbital_gap_ev": [7.67, 7.96],
  "total_charge": 0
}